{
  "formula": "C5H7N",
  "method": "the ωB97M-V functional and the def2-TZVPD basis",
  "de_lowest_ev": 3.475,
  "gap_ha": 0.360,
  "homo_energy_ha": -0.321,
  "total_charge": 0,
  "max_force_ev_per_a": 4.1,
  "symbols": ["C", "C", "C", "C", "C", "N", "H", "H", "H", "H", "H", "H", "H"],
  "coordinates": [[1.463, -0.988, 0.398], [0.252, 0.061, -1.267], [0.981, 0.323, 0.020], [-0.418, -0.323, 0.048], [-1.552, 0.410, 0.618], [0.347, -1.623, 0.478], [2.498, -1.397, 0.596], [-0.022, 1.030, -1.675], [0.666, -0.651, -1.984], [1.141, 1.357, 0.318], [-2.038, 1.101, -0.012], [-1.156, 1.090, 1.406], [-2.163, -0.388, 1.057]],
  "forces_ev_per_angstrom": [[1.015, -1.156, 1.828], [-0.183, 0.678, -0.302], [-0.634, 0.991, -0.693], [3.673, 0.408, -1.685], [0.530, -0.812, 2.467], [-0.652, 0.159, -0.134], [-1.310, 0.286, -0.380], [-0.591, -0.274, -0.384], [-0.338, 0.025, 0.310], [0.492, -0.445, 0.115], [-0.891, 0.114, -1.262], [-0.435, -0.747, 0.079], [-0.675, 0.772, 0.041]],
  "nbo_charge": [0.0953, -0.3773, -0.3407, 0.1025, -0.6350, -0.3771, 0.1972, 0.2105, 0.2230, 0.2258, 0.2273, 0.2100, 0.2385]
}